This record from the OMol25 dataset describes a molecular structure, C40H49N4O2ScSi at a distorted geometry. The level of theory is ωB97M-V/def2-TZVPD.

The highest occupied orbital energy comes out at -13.59 eV. As for the orbital gap: 7.717 eV. As for the charge: +2. The value obtained for the total energy is -80902.0144 eV. The value obtained for the LUMO energy is -5.87 eV. The calculation puts the energy above the lowest of the compared OMol25 structures with the same formula, charge and spin at 0.174 eV.

Geometry (Å):
Sc: 0.07363 -0.30108 0.81572
C: -1.35111 5.09545 -3.74587
C: -1.61824 3.63708 -3.99344
C: -3.02300 3.47348 -4.69204
C: -0.55403 3.11401 -4.98675
C: -1.54670 2.79510 -2.74225
C: -1.42287 3.29517 -1.41046
C: -1.11621 2.43035 -0.38299
N: -1.08904 1.10506 -0.58779
C: -1.49288 0.61674 -1.75678
C: -1.67589 1.41517 -2.88999
C: -1.67667 -0.87479 -1.75741
C: -2.17961 -1.53434 -2.85618
C: -2.16847 -2.92680 -2.90097
C: -1.70040 -3.53765 -1.76472
C: -1.33243 -2.82406 -0.66218
N: -1.24440 -1.49923 -0.67590
C: -2.60722 -3.67806 -4.15823
C: -4.15262 -3.49417 -4.25207
C: -2.27935 -5.18256 -4.07188
C: -2.00965 -3.03515 -5.41549
H: -1.47857 5.69564 -4.62903
H: -0.34738 5.29937 -3.34147
H: -2.11100 5.47568 -3.03499
H: -3.05394 4.11901 -5.57362
H: -3.85029 3.77820 -4.00783
H: -3.16540 2.43397 -5.01268
H: -0.58341 3.85013 -5.78841
H: -0.89869 2.14866 -5.36612
H: 0.48595 3.02927 -4.56622
H: -1.37087 4.34454 -1.27271
H: -0.81987 2.77497 0.59332
H: -1.78503 0.97656 -3.86505
H: -2.56241 -0.94477 -3.64442
H: -1.81763 -4.63793 -1.67550
H: -1.04236 -3.31214 0.29891
H: -4.67390 -3.80960 -3.35722
H: -4.52974 -4.00074 -5.13946
H: -4.42167 -2.43698 -4.42055
H: -2.84183 -5.75054 -3.33343
H: -1.21508 -5.33392 -3.90864
H: -2.54756 -5.58835 -5.07256
H: -2.37397 -1.98815 -5.58876
H: -2.34773 -3.66594 -6.23988
H: -0.92503 -3.09627 -5.35213
N: -1.77904 -4.70760 6.23093
C: -0.71605 -4.85020 5.38400
O: 0.18069 -5.67912 5.57019
C: -0.66528 -3.89939 4.19862
C: 0.40024 -4.13041 3.33738
C: 0.64298 -3.26200 2.32441
N: -0.15825 -2.11398 2.15792
C: -1.10366 -1.91099 3.03313
C: -1.47660 -2.83782 3.99243
H: -1.90116 -5.39523 6.96047
H: -2.65197 -4.26311 5.99981
H: 1.05961 -4.94038 3.56012
H: 1.48572 -3.36604 1.66162
H: -1.72033 -1.04461 2.92792
H: -2.29225 -2.52263 4.61208
C: 3.75976 1.11696 4.60049
C: 2.24931 1.01599 4.24916
C: 1.50262 2.13675 4.96925
C: 1.75449 -0.35544 4.72158
Si: 1.88113 1.40199 2.44221
O: 0.27112 1.10016 2.06261
C: 2.39041 3.10055 2.05285
C: 3.75182 3.28877 1.77848
C: 4.35339 4.55166 1.79093
C: 3.50183 5.65141 1.87577
C: 2.12066 5.48658 2.00986
C: 1.56625 4.24363 2.16656
C: 2.60574 0.25071 1.08049
C: 2.09755 0.55229 -0.23985
C: 2.29552 -0.29352 -1.31177
C: 2.96085 -1.50817 -1.07677
C: 3.53379 -1.81111 0.16086
C: 3.35824 -0.89940 1.23745
H: 3.89437 1.29242 5.66693
H: 4.12464 2.05883 4.13216
H: 4.38751 0.27616 4.30960
H: 1.56220 2.00091 6.04598
H: 0.43174 2.15562 4.73876
H: 1.84196 3.12200 4.75002
H: 1.82895 -0.42222 5.79364
H: 2.24955 -1.21251 4.20891
H: 0.64868 -0.49431 4.45745
H: 4.45840 2.42149 1.66094
H: 5.45793 4.70947 1.72393
H: 3.85926 6.65464 1.80076
H: 1.47177 6.33506 2.03470
H: 0.52961 4.23301 2.37183
H: 1.54967 1.48931 -0.34855
H: 1.91760 -0.06154 -2.29700
H: 3.16014 -2.19391 -1.89076
H: 4.12980 -2.71618 0.28875
H: 3.68166 -1.20492 2.21682